Entry from the OMol25 dataset: a cluster of 5 separate species, C65H144F3O3P4S in total in a non-equilibrium geometry (ωB97M-V with the def2-TZVPD basis set).

## Properties
- Frontier orbital gap: 9.786 eV
- M: 1186.8 g/mol
- Highest occupied orbital energy: -0.5393 Ha
- Net charge: +3

```
220
Properties=species:S:1:pos:R:3:forces:R:3:mulliken_charge:R:1
C -0.740 -1.240 0.299 1.78 -1.63 -0.07 -0.058
F -1.761 -2.117 0.205 0.32 0.41 0.65 -0.030
F -0.920 -0.353 -0.657 -0.13 0.92 -0.39 -0.107
F -0.764 -0.602 1.502 -0.21 -0.57 -0.79 -0.234
S 0.979 -2.204 0.007 -0.17 -2.30 0.04 1.531
O 0.820 -2.960 -1.242 -0.19 1.99 0.58 -0.717
O 2.027 -1.174 0.040 -1.14 0.02 -0.28 -1.386
O 1.050 -3.167 1.112 -0.41 1.42 0.07 -0.601
C -1.855 -0.465 5.505 0.40 -0.92 0.20 -1.527
C -2.741 -1.018 4.400 -0.91 -0.08 -0.78 0.515
C -2.900 -2.598 4.339 0.57 0.55 0.13 -0.796
C -3.811 -3.134 3.216 0.23 0.72 0.43 -0.681
P -3.840 -4.958 2.963 -1.99 -0.95 -1.67 0.694
C -2.514 -5.581 1.866 -0.24 -0.03 0.53 -0.971
C -1.139 -5.510 2.526 -0.36 -0.51 -0.53 -0.254
C -0.031 -6.298 1.842 0.20 -0.09 -0.97 -0.715
C 1.255 -6.089 2.604 0.19 0.50 -0.76 -1.008
C -5.433 -5.499 2.027 0.95 1.10 0.49 -0.941
C -5.788 -4.491 0.903 0.16 -0.60 -0.66 -0.582
C -6.928 -4.888 -0.076 0.04 -0.69 2.07 -0.653
C -6.607 -6.164 -0.830 0.53 -0.01 -1.00 -1.168
C -3.899 -5.865 4.530 0.44 1.25 0.47 -1.187
C -3.545 -7.350 4.595 -0.46 -0.26 1.57 -0.858
C -4.752 -8.313 4.568 0.73 -0.82 -0.48 -0.231
C -4.301 -9.737 4.930 -0.11 -0.94 -1.00 -1.413
H -1.524 0.570 5.418 -0.73 0.21 -0.21 0.236
H -0.902 -0.987 5.422 0.10 -0.38 0.41 0.365
H -2.300 -0.638 6.485 0.25 0.09 0.07 0.420
H -2.349 -0.592 3.476 0.31 -0.74 -0.48 -0.601
H -3.724 -0.549 4.383 -0.36 -0.15 0.58 0.482
H -3.255 -3.025 5.276 0.25 0.39 0.31 0.602
H -1.903 -2.987 4.131 0.18 -0.14 0.31 0.199
H -3.459 -2.551 2.365 -0.31 -0.69 -0.75 0.203
H -4.844 -2.841 3.403 -0.15 -0.02 -0.01 0.791
H -2.596 -5.070 0.907 0.12 0.23 0.02 0.742
H -2.798 -6.616 1.673 -0.05 -0.18 0.03 0.610
H -1.231 -6.014 3.488 0.01 0.51 0.47 0.365
H -0.883 -4.455 2.627 0.40 -0.09 0.22 -0.207
H 0.133 -6.073 0.788 -0.20 0.77 -0.07 0.413
H -0.247 -7.363 1.753 -0.41 -0.21 0.58 0.545
H 1.514 -5.032 2.540 -0.30 0.22 0.63 -0.122
H 2.095 -6.502 2.046 0.00 -0.80 0.50 0.422
H 1.098 -6.450 3.621 0.71 0.04 0.04 0.404
H -6.243 -5.655 2.739 -0.04 0.43 0.20 0.584
H -5.182 -6.517 1.731 0.11 0.08 -0.54 0.536
H -4.928 -4.368 0.244 0.45 0.13 0.14 0.217
H -6.000 -3.508 1.324 -0.06 -0.05 0.18 0.365
H -7.145 -3.999 -0.669 -0.02 -0.36 -0.37 0.370
H -7.786 -5.087 0.566 -0.43 0.21 -0.16 0.349
H -7.372 -6.464 -1.546 -0.05 0.29 -0.04 0.387
H -6.403 -7.078 -0.273 -0.27 0.30 0.72 0.290
H -5.676 -6.013 -1.376 0.05 0.05 -0.40 0.281
H -4.823 -5.651 5.066 -0.62 -0.21 -0.57 0.693
H -3.285 -5.201 5.138 0.94 -0.49 0.28 0.566
H -3.161 -7.559 5.594 0.33 0.54 0.22 0.518
H -2.695 -7.630 3.973 -0.40 -0.14 -0.51 0.306
H -5.132 -8.334 3.547 -0.46 -0.11 0.02 0.098
H -5.575 -8.114 5.254 0.21 0.97 -0.03 0.366
H -3.566 -9.903 5.718 0.08 0.68 0.08 0.341
H -3.909 -10.203 4.026 0.39 -0.08 0.02 0.334
H -5.125 -10.402 5.188 -0.30 0.32 0.07 0.386
C 9.820 1.783 -1.487 -0.10 -0.52 -0.48 -1.332
C 9.435 0.339 -1.064 0.38 0.43 -0.37 -0.545
C 7.936 0.243 -0.791 0.03 1.12 0.03 -0.591
C 7.343 -1.137 -0.748 -0.56 -0.48 0.87 -0.999
P 5.496 -1.162 -0.500 0.27 0.26 -0.99 1.141
C 4.833 -2.790 -0.570 0.80 -1.51 0.63 -0.621
C 5.523 -3.669 -1.636 -1.42 0.13 0.81 -0.938
C 4.968 -5.136 -1.530 -0.13 0.96 -1.27 -0.764
C 3.424 -5.247 -1.655 1.23 0.62 -0.50 -0.869
C 4.925 -0.440 1.016 1.73 0.48 1.06 0.462
C 5.047 -1.355 2.297 -2.02 0.25 -0.41 -1.585
C 3.589 -1.923 2.656 2.22 -0.31 -0.08 2.135
C 3.548 -2.747 3.954 -0.28 0.76 -0.75 -1.678
C 4.807 -0.267 -1.916 -0.24 -0.78 0.66 -1.950
C 4.048 1.012 -1.598 0.46 -0.74 1.26 0.856
C 3.725 1.752 -2.803 -0.73 1.01 -2.93 -1.092
C 2.808 1.064 -3.848 -0.23 0.27 1.18 -1.122
H 9.469 2.570 -0.819 0.17 -0.17 0.26 0.324
H 9.382 2.002 -2.461 -0.34 -0.06 -0.06 0.350
H 10.884 1.893 -1.696 0.07 -0.07 0.52 0.404
H 10.018 -0.007 -0.210 -0.07 0.14 0.19 0.401
H 9.725 -0.323 -1.879 -0.11 -0.12 -0.15 0.368
H 7.431 0.773 -1.598 -0.06 0.26 -0.13 0.268
H 7.759 0.832 0.108 -0.27 -0.08 0.22 0.283
H 7.753 -1.744 0.059 0.24 -0.14 0.02 0.457
H 7.623 -1.590 -1.699 -0.48 -0.45 0.01 0.648
H 3.759 -2.812 -0.754 -0.01 0.52 -0.04 -0.387
H 4.945 -3.207 0.431 0.14 -0.16 0.16 0.973
H 6.610 -3.588 -1.630 -0.06 -0.33 0.24 0.376
H 5.171 -3.093 -2.492 0.20 -0.93 -1.07 0.493
H 5.288 -5.608 -0.600 0.37 -0.01 -0.18 0.388
H 5.365 -5.631 -2.416 0.37 -0.43 0.37 0.432
H 2.972 -5.092 -0.675 -0.50 -0.21 -0.34 0.043
H 3.172 -6.167 -2.182 -0.17 -0.30 0.75 0.471
H 3.115 -4.495 -2.381 -0.38 0.36 0.30 0.252
H 3.999 0.098 0.813 -0.27 -0.59 0.37 -0.801
H 5.667 0.343 1.168 0.08 0.48 0.02 0.879
H 5.476 -0.758 3.102 -0.42 0.22 0.16 0.658
H 5.818 -2.114 2.167 -0.27 -0.40 -0.26 0.490
H 3.249 -2.594 1.866 0.12 0.23 -0.15 -0.668
H 2.896 -1.083 2.631 -0.04 0.02 0.27 -0.668
H 4.240 -3.588 3.904 -0.07 -0.01 0.03 0.410
H 2.522 -3.111 3.989 0.07 -0.24 0.53 0.340
H 3.788 -2.137 4.825 -0.09 -0.11 0.12 0.358
H 4.079 -1.015 -2.231 -0.14 0.11 -0.54 0.894
H 5.595 -0.218 -2.668 -0.12 0.41 -0.12 0.793
H 4.579 1.677 -0.917 0.42 -0.05 0.06 0.630
H 3.136 0.746 -1.064 -0.16 -0.22 -0.01 -0.657
H 4.608 1.971 -3.404 0.43 0.44 0.44 0.527
H 3.253 2.695 -2.528 0.08 0.22 -0.05 0.286
H 2.472 1.814 -4.565 0.19 -0.14 -0.21 0.388
H 1.925 0.723 -3.309 -0.24 -0.38 -0.18 0.147
H 3.290 0.226 -4.351 -0.10 0.08 -0.02 0.410
C 2.882 1.423 7.234 0.35 0.25 0.23 -1.431
C 2.895 1.276 5.705 0.52 -0.86 0.35 -0.207
C 2.000 2.249 4.941 0.68 0.43 -0.29 -0.942
C 2.061 2.037 3.380 0.44 0.74 1.15 -0.168
P 1.293 3.335 2.366 -1.93 -0.65 1.59 0.432
C 1.987 4.961 2.850 -0.60 0.00 0.28 -1.458
C 1.043 6.207 2.601 0.76 -1.47 -0.38 0.100
C 1.920 7.412 2.355 0.52 1.63 1.42 -0.864
C 2.908 7.854 3.542 -0.73 -1.00 -1.19 -1.313
C 1.610 2.896 0.646 -0.97 0.78 -0.80 -0.151
C 0.564 3.234 -0.556 1.15 -0.40 1.00 -0.461
C 0.136 4.673 -0.770 0.78 0.77 0.05 1.352
C 1.280 5.724 -0.889 -1.27 0.60 0.69 -1.872
C -0.482 3.431 2.836 -0.52 -1.03 -0.88 -1.799
C -1.429 2.132 2.776 0.50 0.12 -0.86 0.443
C -2.780 2.354 3.435 1.31 -0.59 0.66 -0.572
C -3.455 3.571 2.945 -1.56 1.26 0.93 -1.255
H 2.247 0.665 7.692 -0.41 0.55 0.13 0.317
H 2.701 2.451 7.550 -0.84 -0.03 0.01 0.357
H 3.847 1.286 7.722 0.34 -0.46 -0.53 0.398
H 2.669 0.230 5.498 -0.26 -0.07 -0.31 0.111
H 3.931 1.385 5.384 0.03 0.26 -0.35 0.338
H 2.450 3.206 5.204 -0.19 0.36 -0.24 0.223
H 0.992 2.296 5.352 -0.19 -0.33 -0.24 0.319
H 1.759 1.013 3.157 -0.23 0.16 -0.49 0.130
H 3.094 2.181 3.065 0.49 -0.52 0.15 0.779
H 2.954 5.172 2.392 0.01 -0.32 -0.37 0.642
H 2.234 4.795 3.899 -0.16 0.29 0.20 0.678
H 0.243 6.295 3.336 0.29 0.11 0.20 0.474
H 0.576 5.982 1.642 -0.41 0.23 0.00 -0.165
H 1.309 8.296 2.175 -0.24 -0.14 -0.30 0.549
H 2.443 7.175 1.429 0.43 0.39 0.09 0.185
H 3.713 7.120 3.562 0.15 0.12 0.44 0.308
H 2.389 7.897 4.500 -0.09 -0.31 -0.03 0.318
H 3.350 8.843 3.424 -0.10 -0.12 -0.48 0.421
H 1.860 1.835 0.633 -0.09 -0.08 -0.06 -0.346
H 2.543 3.459 0.634 0.38 -0.06 -1.10 0.898
H -0.298 2.582 -0.415 -0.08 0.01 0.13 -0.028
H 1.019 2.913 -1.493 0.36 -0.30 0.14 0.437
H -0.540 5.009 0.017 -0.13 -0.11 0.04 -0.150
H -0.419 4.728 -1.706 -0.25 -0.16 0.07 -0.447
H 0.865 6.661 -0.515 -0.20 0.19 0.10 0.536
H 1.533 6.033 -1.903 0.63 -0.79 0.00 0.440
H 2.091 5.566 -0.178 0.44 -0.33 -0.59 0.226
H -0.806 4.145 2.079 -0.56 0.06 -0.04 0.743
H -0.604 3.973 3.774 0.29 -0.21 0.23 0.930
H -1.008 1.181 3.104 0.62 0.38 0.61 -0.024
H -1.672 1.860 1.749 0.35 0.49 -0.51 0.055
H -2.572 2.454 4.501 -0.26 0.23 0.27 0.350
H -3.410 1.466 3.388 0.13 -0.06 -0.45 0.261
H -4.444 3.566 3.402 -0.32 0.11 -0.24 0.512
H -3.603 3.738 1.878 0.38 -0.33 -0.01 0.014
H -3.020 4.450 3.422 0.27 0.24 -0.44 0.356
C -0.125 6.087 -4.797 -0.06 0.22 -1.27 -1.028
C 0.543 4.802 -5.421 -1.03 -0.19 2.45 -0.776
C -0.375 3.595 -4.996 0.25 0.59 -1.33 0.611
C -1.596 3.571 -5.952 0.21 -0.37 -0.07 -1.448
P -2.902 2.371 -5.656 -0.49 0.00 1.87 0.609
C -4.084 3.020 -4.405 1.06 0.45 -0.36 -1.531
C -3.340 3.755 -3.284 -0.10 -1.02 0.18 -0.017
C -4.250 4.053 -2.080 0.39 0.28 -1.41 -0.889
C -3.378 4.445 -0.940 -0.35 0.12 0.83 -0.703
C -2.128 0.896 -4.924 -0.36 -1.47 0.21 -0.783
C -3.084 -0.214 -4.358 0.02 -0.30 0.36 -0.771
C -2.376 -1.598 -4.076 -0.18 -0.04 0.51 -0.543
C -3.123 -2.639 -3.132 -0.07 1.51 -1.27 -1.325
C -3.983 1.934 -7.010 0.54 0.65 -0.04 -0.982
C -4.741 3.130 -7.694 0.33 -1.12 0.59 -0.680
C -3.846 3.797 -8.764 -1.53 0.25 -1.00 -0.239
C -4.618 4.898 -9.573 0.61 -0.33 0.47 -1.394
H 0.363 7.047 -4.968 0.26 -0.20 -0.58 0.402
H -0.382 6.191 -3.743 0.49 -1.13 0.40 0.179
H -1.105 6.138 -5.271 -0.06 0.45 -0.17 0.332
H 1.512 4.555 -4.987 0.19 0.43 -0.03 0.339
H 0.659 4.806 -6.505 -0.15 0.42 0.07 0.445
H -0.685 3.699 -3.956 0.23 -0.13 -0.03 -0.620
H 0.233 2.704 -5.156 -0.33 -0.30 0.29 0.336
H -1.235 3.294 -6.942 0.10 0.30 -0.23 0.791
H -2.078 4.547 -6.002 0.01 0.03 -0.19 0.562
H -4.576 2.150 -3.969 -0.22 0.01 -0.15 0.643
H -4.809 3.658 -4.912 -0.09 -0.10 0.06 0.579
H -2.737 4.612 -3.585 -0.62 0.49 -0.33 0.378
H -2.531 3.083 -2.996 0.00 -0.42 0.60 -0.059
H -4.924 3.222 -1.873 0.07 -0.04 0.03 0.458
H -4.838 4.927 -2.361 -0.42 -0.12 0.06 0.380
H -3.993 4.679 -0.071 0.15 0.27 0.06 0.616
H -2.838 5.333 -1.270 0.33 -0.03 0.47 0.287
H -2.717 3.630 -0.649 0.29 0.08 -0.05 -0.141
H -1.471 1.106 -4.081 0.18 0.64 -0.24 0.285
H -1.505 0.444 -5.696 0.17 0.05 -0.20 0.770
H -3.958 -0.337 -4.998 0.02 -0.27 -0.15 0.322
H -3.481 0.174 -3.419 -0.06 -0.03 0.20 0.292
H -1.423 -1.422 -3.577 0.22 0.29 -0.20 0.274
H -2.172 -2.060 -5.042 0.13 -0.09 0.03 0.419
H -2.509 -3.481 -2.812 0.23 0.22 -0.29 0.418
H -3.973 -3.010 -3.705 -0.21 -0.15 0.39 0.458
H -3.449 -2.098 -2.244 -0.22 -0.14 0.07 0.225
H -4.621 1.237 -6.466 -0.46 -0.07 -0.30 0.579
H -3.433 1.368 -7.761 -0.04 -0.06 -0.08 0.574
H -5.216 3.817 -6.994 0.66 0.35 0.30 0.360
H -5.642 2.593 -7.988 0.05 0.32 -1.30 0.533
H -3.574 3.035 -9.495 0.15 -0.19 0.06 0.297
H -2.908 4.174 -8.356 -0.14 0.13 0.23 0.177
H -5.499 4.461 -10.043 -0.15 0.10 0.28 0.324
H -4.045 5.327 -10.395 0.33 -0.25 0.09 0.401
H -4.869 5.747 -8.938 -0.33 -0.13 0.07 0.350
```
Positions in Å, forces in eV/Å.